Entry 1:
# C57H49AsCdN2O3P2S2

A structure of composition C57H49AsCdN2O3P2S2 in a non-equilibrium geometry (wB97M-V/def2-TZVPD, OMol25).

Calculated values
Gap between HOMO and LUMO: 6.14 eV
Calculated total energy: -6419.2123 Eh
HOMO energy: -0.22180 hartree

```
! wB97M-V def2-TZVPD RIJCOSX def2/J DEFGRID3
* xyz 0 1
Cd 9.7070 14.3775 12.6448
As 10.7431 10.3527 13.0796
S 8.9976 13.9075 15.2410
S 8.7369 11.6200 11.3209
P 11.7984 14.5130 11.1332
P 10.5786 16.7853 15.0122
O 8.2848 14.8231 14.2809
O 8.2216 12.7442 15.6205
O 10.3301 13.5420 14.6711
N 13.0439 13.1872 13.8043
N 8.1309 15.8300 11.2227
C 11.5679 13.4079 9.7022
C 10.8725 8.6483 17.4893
C 8.8845 14.2087 17.8196
C 7.9514 20.6412 14.8243
C 14.0369 19.0168 15.3772
C 6.2546 17.4149 10.2496
C 13.0407 16.5791 16.3527
C 12.0393 8.4486 16.7186
C 12.8036 18.5364 14.8594
C 11.9984 9.0968 10.8407
C 9.2714 14.8487 16.6743
C 12.4747 17.1998 11.2661
C 14.7163 18.3373 16.3497
C 12.6001 12.4766 9.3975
C 9.7901 19.3773 15.8794
C 11.6153 8.8173 12.1505
C 12.0433 8.9694 15.4315
C 12.7539 6.6537 11.9638
C 11.9194 7.5710 12.6927
C 4.8669 16.8450 10.4809
C 15.8572 14.7353 11.1597
C 9.7103 16.0798 19.0313
C 12.7061 8.1383 10.0906
C 8.9320 9.5961 13.0122
C 9.8628 10.0135 15.8021
C 10.9306 9.6728 14.9588
C 13.9374 13.6477 12.8820
C 12.4658 18.5127 10.8277
C 8.0543 10.3193 12.1986
C 8.4779 8.3971 13.5947
C 9.9565 16.0760 16.6424
C 7.1780 7.9584 13.3496
C 10.4729 13.5160 8.8411
C 15.3336 13.4565 13.1179
C 12.5730 11.8167 8.1726
C 10.2408 16.6558 17.8906
C 14.4979 14.8094 10.8361
C 11.5774 18.9400 9.8245
C 8.5048 18.3687 14.1137
C 16.2789 14.0244 12.2950
C 7.7662 19.5392 13.9998
C 10.8353 17.9619 9.1836
C 11.5999 12.0198 7.2221
C 6.6660 9.9501 12.0548
C 10.5401 12.9229 7.5509
C 9.5315 18.3014 15.0429
C 12.2296 17.3911 15.4822
C 9.8093 9.3391 17.0344
C 9.1102 14.8459 19.0044
C 11.6803 16.1734 10.5608
C 13.5162 14.3188 11.6751
C 8.9422 20.5080 15.7729
C 14.2296 17.1047 16.8248
C 7.2888 16.4636 10.7078
C 6.2486 8.7891 12.6368
C 10.8973 16.6205 9.4989
C 13.0999 6.9370 10.6488
H 12.8253 7.8186 17.1201
H 12.9456 8.3072 9.0550
H 9.8552 16.5799 19.9897
H 6.4843 17.4800 9.1506
H 12.2273 19.1300 14.1456
H 11.4204 20.0192 9.5989
H 5.2425 8.4274 12.5283
H 10.8209 8.1771 18.4826
H 14.4581 19.9700 15.0419
H 10.8502 17.5738 17.8314
H 9.5503 14.0806 9.1214
H 10.6137 19.3209 16.6482
H 6.8791 19.5420 13.3264
H 13.1193 16.9068 12.1125
H 6.9173 6.9802 13.8383
H 4.1001 17.4528 9.8907
H 7.3288 21.5512 14.7185
H 13.1557 19.1811 11.3532
H 13.4118 12.2551 10.1003
H 13.3356 12.9286 14.7464
H 8.8204 14.3790 19.9538
H 11.6122 10.0214 10.3776
H 9.1667 21.3916 16.3857
H 11.6493 11.4173 6.2983
H 4.5241 16.7643 11.5371
H 17.3711 13.9453 12.4383
H 9.1057 7.8931 14.2832
H 4.7450 15.8106 10.0977
H 13.3324 11.0577 7.9958
H 13.8097 6.3652 10.0837
H 8.1831 17.4264 13.6304
H 11.5052 7.3371 13.6595
H 14.1394 15.2837 9.9114
H 10.2684 15.9031 9.0034
H 8.8818 9.3515 17.6482
H 15.6447 18.7355 16.7933
H 13.0653 5.7586 12.5195
H 5.9912 10.6096 11.5537
H 12.0219 13.3528 13.8076
H 12.7195 15.5886 16.6099
H 14.8147 16.5417 17.6412
H 16.5895 15.1476 10.4635
H 12.9233 8.8225 14.8047
H 9.7528 13.0829 6.8412
H 6.4014 18.3771 10.7284
H 9.0623 10.6756 15.5254
H 10.1799 18.2752 8.3709
H 15.6267 12.8573 13.9769
H 8.4576 13.2215 17.7319
*
```

Entry 2:
# C57H51CrNOP4S2

A structure of composition C57H51CrNOP4S2 in a non-equilibrium geometry (wB97M-V/def2-TZVPD, OMol25).

Calculated values
<S²>: 4.178
Gap between HOMO and LUMO (spin up / spin down): 6.21 / 7.50 eV
Calculated total energy: -5538.7844 Eh
HOMO energy (spin up / spin down): -0.35840 / -0.35827 hartree

```
! wB97M-V def2-TZVPD RIJCOSX def2/J DEFGRID3
* xyz 1 4
Cr -0.0155 0.9503 0.5237
S -1.4592 2.9416 1.0212
S -0.3419 0.3021 2.8578
P -1.9158 -0.6163 1.9876
P 1.3744 1.5224 -1.4950
P -2.7836 1.5760 0.3589
P 1.5508 -0.8598 0.6268
O -0.7273 3.3018 -1.7095
N 3.5765 -0.2267 -1.2304
C 4.9069 -1.1476 -3.0565
C 7.0644 -1.4180 -1.3532
C 0.5058 1.5721 -4.1263
C 0.8551 3.3542 -5.6976
C -4.4162 2.0024 -3.8876
C 1.5278 4.0753 -4.7254
C 7.1857 -1.8186 -2.6718
C -4.5769 2.7461 2.1581
C 1.6838 3.5554 -3.4517
C -1.1849 -4.5911 2.5378
C 2.0388 -1.5649 2.2382
C 2.9697 -2.5561 4.6661
C -5.1108 -1.5241 4.3676
C -1.2181 -3.2238 2.7417
C -5.1949 -0.4066 5.1838
C 0.3389 2.1048 -5.3925
C -1.6393 -5.1303 1.3434
C 4.4489 4.0905 0.7545
C -6.3773 0.6371 1.9372
C -2.7441 1.1655 -2.3865
C -3.3188 0.5680 4.0560
C 3.2296 3.7739 1.3340
C 2.6846 -0.7223 3.1447
C -5.0130 2.6998 -2.8499
C 3.1562 -1.2211 4.3423
C 0.1923 -2.2095 -1.3517
C 2.1400 -3.3634 -0.5244
C -6.6441 1.7041 2.7829
C 1.8310 -2.8960 2.5768
C 6.1037 -1.6632 -3.5190
C 3.8341 2.8879 -1.2318
C -1.9735 0.0176 0.3444
C 1.2662 -2.2812 -0.4680
C 5.8827 -0.8742 -0.8873
C 4.7695 -0.7502 -1.7258
C -3.3611 1.8438 -1.3428
C -2.1177 -2.9343 0.5251
C 4.7487 3.6449 -0.5235
C -3.2730 1.2501 -3.6605
C -4.2973 0.6390 5.0281
C 3.2988 -0.3975 0.1622
C -0.0075 -3.2138 -2.2794
C -1.6840 -2.3960 1.7305
C 2.3097 3.0189 0.6294
C 1.9245 -4.3705 -1.4467
C 0.8561 -4.2952 -2.3251
C -4.1401 -1.6016 3.3851
C 2.5229 0.1636 -2.1213
C -2.0941 -4.3014 0.3308
C -4.3136 1.6748 1.3188
C 2.6002 2.5788 -0.6608
C 2.3009 -3.3862 3.7849
C 1.1888 2.2913 -3.1504
C -5.7508 2.7580 2.8897
C -5.2100 0.6195 1.1990
C -4.4849 2.6262 -1.5740
C -3.2445 -0.5497 3.2314
H 1.3420 2.7776 1.0835
H -4.0702 -2.4753 2.7514
H -4.3511 1.5059 5.6706
H -5.8982 3.2904 -3.0292
H 3.3361 -2.9398 5.6063
H 2.1774 4.1441 -2.6931
H -5.9655 3.5867 3.5474
H -2.8111 0.7180 -4.4785
H -5.9563 -0.3529 5.9490
H -4.9496 3.1597 -0.7555
H -7.5556 1.7139 3.3615
H -1.8569 0.5791 -2.1754
H 1.9269 5.0528 -4.9533
H -0.4696 -1.3486 -1.3114
H 3.5356 0.5150 0.7400
H 0.7316 3.7655 -6.6873
H 3.6735 -0.5669 5.0258
H 2.5929 -5.2168 -1.4780
H -1.6435 -6.2002 1.2030
H 2.9848 -3.4152 0.1469
H -3.8594 3.5518 2.2315
H -7.0784 -0.1806 1.8580
H -0.8938 -2.7881 3.6769
H 0.0979 0.5989 -3.8866
H 2.8015 0.3316 2.9260
H 0.7050 -5.0780 -3.0521
H 7.8967 -1.5186 -0.6730
H -2.4387 -4.7184 -0.6044
H 8.1105 -2.2422 -3.0299
H -4.9749 -0.2018 0.5323
H 2.9989 4.1131 2.3324
H 1.8853 -0.6900 -2.4108
H -1.1799 3.4965 -2.5333
H 4.0799 2.5393 -2.2244
H 1.2991 -3.5493 1.9008
H -0.9253 4.0136 -1.0866
H 2.1370 -4.4224 4.0407
H 6.1838 -1.9581 -4.5539
H -2.5964 1.3670 3.9352
H 5.8397 -0.5360 0.1364
H 2.9831 0.5642 -3.0313
H -2.4761 -2.2659 -0.2440
H 5.7008 3.8865 -0.9714
H -0.8260 -3.1488 -2.9802
H 4.0778 -1.0802 -3.7422
H 5.1682 4.6783 1.3026
H -0.7943 -5.2354 3.3102
H -0.2019 1.5490 -6.1429
H -5.7996 -2.3446 4.5017
H -4.8533 2.0376 -4.8738
H 3.9252 -1.2087 0.5583
*
```

Entry 3:
# C57H52LaN6O6

A structure of composition C57H52LaN6O6 in a non-equilibrium geometry (wB97M-V/def2-TZVPD, OMol25).

Calculated values
Gap between HOMO and LUMO: 8.01 eV
Calculated total energy: -3014.9633 Eh
HOMO energy: -0.38806 hartree

```
! wB97M-V def2-TZVPD RIJCOSX def2/J DEFGRID3
* xyz 1 1
La 0.1210 -0.1000 0.1731
O 1.7153 -0.3342 -4.3483
O 0.9250 1.5333 1.2117
O -1.1215 2.1418 -0.7429
O -4.5797 0.1063 -1.2363
O 1.6577 -1.6655 -0.3091
O -1.8194 -1.6800 2.4189
N -1.2160 -0.2110 -2.3397
N -2.7423 -0.2805 0.0124
N -0.4594 3.5623 -2.3550
N 1.0769 -1.1055 2.4604
N 1.4904 0.4081 -2.2341
N -2.1700 4.1388 -0.8927
C 1.3192 -2.4300 2.4386
C -0.6129 -4.0501 -2.8206
C -4.0076 1.4217 4.4459
C 5.5194 -2.9400 0.3996
C -5.0093 0.3747 0.1303
C -0.5098 -0.2566 -3.4663
C 2.5855 -2.2586 4.4564
C 1.1284 3.4540 2.5757
C 1.1751 -3.8181 -1.1867
C 3.6640 0.9229 1.3523
C 2.9489 0.4134 -2.4671
C 5.8853 1.7286 1.8282
C 1.2378 -5.5593 -2.8694
C -2.5964 1.7640 2.0922
C -1.2370 3.2383 -1.2949
C -3.2137 -0.3950 -3.6350
C 3.9639 2.8241 2.7713
C 1.5641 -0.3452 3.4531
C 3.1086 1.9343 2.1329
C 3.0772 0.0200 -3.9532
C 3.1593 -3.4383 0.3474
C -2.5420 -0.2625 -2.4305
C 2.0424 -3.0392 3.4528
C 0.0276 -5.1429 -3.3933
C 5.5992 3.0823 -2.0749
C 0.7208 4.2114 1.4806
C 1.0549 4.0355 3.8378
C -3.8509 -0.1465 0.9951
C 0.2494 5.5044 1.6448
C 3.6250 3.8463 -0.9515
C 4.7400 -5.0541 1.2110
C -2.3505 2.6013 3.1752
C 2.9561 2.6904 -1.3353
C 5.7905 -4.1804 0.9527
C 0.9541 -0.0428 -3.2898
C 5.3409 2.7247 2.6223
C 4.9453 4.0477 -1.3200
C -2.4621 -0.4968 -4.7970
C -3.0649 2.4358 4.3539
C 4.9336 1.9283 -2.4536
C -3.5413 0.7477 2.1758
C 1.7378 -3.0113 0.0049
C -4.2400 0.5794 3.3666
C -0.0361 -3.4021 -1.7428
C -3.2683 -0.1524 -1.1355
C 3.4389 -4.6824 0.9127
C 5.0391 0.8253 1.1975
C 0.5720 5.3286 4.0084
C 4.2120 -2.5731 0.1029
C 1.5998 2.0182 2.3332
C 0.1639 6.0696 2.9110
C 1.1865 1.1207 3.5256
C 2.3515 -0.8962 4.4557
C 0.8295 -3.2281 1.2523
C -1.0809 -0.4211 -4.7192
C 3.6053 1.7217 -2.0898
C 1.8049 -4.9056 -1.7779
H -5.1436 1.4527 0.2253
H 4.9349 -6.0277 1.6412
H 0.3229 2.9526 -2.5323
H 3.0374 0.1939 0.8431
H 3.3637 -0.3826 -1.8411
H -2.9500 -0.6161 -5.7546
H 5.4649 4.9458 -1.0162
H -4.0736 -1.1430 1.3755
H 1.3674 3.4892 4.7163
H 2.6341 -5.3804 1.1139
H 2.7604 -5.2484 -1.4089
H 6.9567 1.6525 1.7005
H 1.6223 1.5023 4.4494
H 6.3305 -2.2489 0.2050
H 2.7571 -0.2565 5.2264
H -4.9645 -0.2223 3.4542
H -0.4625 4.4751 -2.7729
H 1.9448 2.5263 -0.9881
H -2.0382 1.9090 1.1803
H -1.5902 3.3695 3.0969
H 1.7577 -6.3994 -3.3106
H 0.0988 1.2048 3.6329
H 3.5555 3.6259 3.3755
H -0.4116 -5.6552 -4.2390
H -1.5589 -3.6993 -3.2155
H 2.2084 -4.1073 3.4206
H -5.9539 -0.1404 0.2806
H -0.0522 6.0802 0.7778
H -0.4504 -0.4743 -5.5941
H -2.1385 5.0945 -1.2006
H -4.2934 -0.4192 -3.6482
H 6.8072 -4.4661 1.1855
H 6.6332 3.2302 -2.3565
H -0.1866 -2.9218 0.9774
H 5.4648 1.1737 -3.0226
H 3.1879 -2.7101 5.2342
H -0.5552 -2.5342 -1.3519
H 0.7590 3.7624 0.4983
H 3.9905 -1.5973 -0.3048
H 0.7703 -4.2868 1.5139
H 3.6889 -0.8612 -4.1249
H -2.5987 3.9570 0.0000
H -4.5633 1.2798 5.3632
H 0.5162 5.7509 5.0028
H 3.4051 0.8426 -4.5879
H 5.4525 0.0404 0.5789
H -1.6997 -1.3176 3.3046
H 3.1184 4.5803 -0.3376
H -1.9920 -2.6180 2.5618
H 5.9870 3.4369 3.1192
H -2.8835 3.0898 5.1962
H -0.2052 7.0780 3.0388
*
```

Entry 4:
# C57H52N10O19

A cluster of 10 separate species, C57H52N10O19 in total in a non-equilibrium geometry (wB97M-V/def2-TZVPD, OMol25).

Calculated values
SMILES: O=[N+]([O-])c1ccccc1.O=[N+]([O-])c1ccccc1.O=[N+]([O-])c1ccccc1.O=[N+]([O-])c1ccccc1.O=[N+]([O-])c1ccccc1.O=[N+]([O-])c1ccccc1.O=[N+]([O-])c1ccccc1.O=[N+]([O-])c1ccccc1.O=[N+]([O-])c1ccccc1.CN(C)C=O
Gap between HOMO and LUMO: 8.30 eV
Calculated total energy: -4179.3414 Eh
HOMO energy: -0.33560 hartree

```
! wB97M-V def2-TZVPD RIJCOSX def2/J DEFGRID3
* xyz 0 1
O 12.4722 24.8846 -31.2404
O 12.3929 26.4476 -29.7920
O 20.2478 20.6872 -21.9934
O 15.0627 30.1100 -27.1728
O 7.9549 16.4089 -31.2128
O 14.4297 32.1544 -27.5723
O 9.4517 27.7808 -22.7950
O 15.4037 23.8951 -35.0679
O 11.6440 28.4764 -35.2853
O 12.2285 29.3897 -37.1647
O 14.0830 23.3344 -36.6802
O 19.2157 26.1329 -21.4778
O 9.3955 27.5265 -24.9562
O 6.2122 21.8399 -27.5867
O 24.6841 20.3476 -32.4542
O 20.2552 19.8889 -20.0239
O 7.3138 18.4493 -30.8291
O 18.4829 24.8688 -23.0814
O 22.8718 19.9541 -33.5143
N 14.9547 24.0448 -36.1872
N 19.0405 25.8455 -22.7062
N 14.8854 31.0242 -27.9209
N 7.3685 23.4631 -28.7259
N 23.4516 20.1890 -32.4744
N 8.8735 27.6115 -23.8579
N 12.8008 25.3971 -30.2150
N 8.1154 17.6260 -31.1949
N 11.6990 29.4246 -36.0048
N 19.8601 19.8684 -21.2261
C 18.5612 18.5702 -22.8866
C 14.9805 22.6677 -28.7494
C 10.5342 17.2030 -31.6204
C 21.3014 19.9923 -31.2144
C 17.8909 16.6479 -21.0255
C 19.0696 18.7433 -21.5688
C 15.0994 30.7412 -29.3622
C 14.8598 24.5057 -27.2308
C 15.3824 23.2575 -27.5462
C 19.7637 26.6321 -23.7901
C 14.7096 31.3350 -31.6372
C 23.1202 21.2018 -30.2268
C 13.9685 25.1790 -28.0616
C 21.0769 20.8728 -29.0731
C 15.5012 30.2753 -32.0493
C 16.4166 26.0790 -36.4860
C 10.7420 19.8086 -32.5729
C 10.3686 33.3074 -34.9013
C 16.8238 26.9544 -38.7364
C 16.1175 25.8673 -39.2723
C 6.6914 27.5882 -22.5824
C 14.1893 23.4019 -29.6248
C 9.4318 18.0508 -31.5804
C 16.0380 29.4174 -31.1976
C 7.3939 27.4349 -23.8032
C 15.7911 29.6067 -29.8275
C 20.5130 20.2279 -30.1587
C 21.0691 28.0472 -25.8027
C 17.0892 26.9420 -37.3572
C 20.4637 25.9560 -24.8207
C 11.7749 18.9377 -32.6133
C 11.3046 30.7321 -35.5231
C 9.5344 19.3855 -32.0787
C 11.7390 17.6501 -32.1144
C 8.6220 23.2903 -27.9454
C 5.3270 27.3531 -22.4808
C 5.2312 27.0347 -24.8746
C 6.2772 22.7018 -28.5453
C 22.6764 20.4323 -31.2678
C 15.5597 24.9042 -38.4210
C 11.4340 33.1595 -35.8054
C 19.7568 27.9648 -23.7836
C 22.3740 21.3691 -29.1006
C 7.4450 24.2548 -29.9210
C 9.7591 32.1331 -34.3752
C 13.5982 24.6122 -29.2982
C 11.8585 31.9164 -36.0961
C 17.4315 16.4671 -22.3335
C 6.6036 27.1474 -24.9850
C 18.6612 17.7907 -20.6223
C 21.1745 26.6660 -25.8300
C 10.2717 30.8663 -34.6475
C 4.5353 27.0899 -23.6022
C 15.6841 24.9864 -37.0261
C 14.4822 31.5201 -30.3190
C 20.4004 28.7042 -24.7478
C 17.7672 17.4856 -23.2332
H 10.4181 16.1581 -31.3732
H 16.5158 26.3074 -35.4350
H 16.2040 28.9445 -29.0808
H 7.8163 25.2450 -29.6571
H 8.8390 32.1923 -33.8128
H 13.5873 26.1452 -27.7656
H 8.2284 23.7561 -30.4918
H 14.2967 32.0517 -32.3317
H 9.9282 34.2668 -34.6733
H 3.4661 26.9574 -23.5270
H 20.4180 29.7834 -24.7101
H 14.9127 24.1420 -38.8296
H 15.4110 21.6985 -28.9539
H 12.7580 19.2469 -32.9364
H 12.5637 31.9624 -36.9127
H 17.7001 15.8831 -20.2873
H 10.9228 20.8183 -32.9108
H 8.7485 20.1260 -32.0928
H 17.3460 17.4254 -24.2258
H 9.0733 24.2329 -27.6357
H 12.6750 17.1132 -32.0683
H 9.4306 22.8714 -28.5445
H 4.8055 27.3219 -21.5355
H 16.8626 15.5898 -22.6040
H 5.3981 22.9849 -29.1448
H 13.9175 22.8507 -30.5128
H 15.9162 22.7512 -26.7555
H 6.6209 24.3485 -30.6283
H 19.5807 19.7039 -30.0085
H 21.0001 19.3283 -32.0111
H 18.9892 17.9033 -19.5995
H 22.6946 22.0099 -28.2926
H 8.4695 22.5812 -27.1318
H 24.0838 21.6854 -30.1640
H 6.9199 27.0682 -26.0146
H 21.4420 28.6396 -26.6251
H 17.5070 27.8001 -36.8517
H 16.6378 28.5544 -31.4461
H 19.3331 28.5652 -22.9921
H 20.5787 24.8827 -24.8559
H 16.0683 25.7426 -40.3440
H 21.6263 26.1037 -26.6338
H 15.6035 30.0675 -33.1042
H 13.7514 32.2632 -30.0358
H 15.0938 24.8895 -26.2488
H 20.3308 21.1103 -28.3292
H 4.5787 26.7847 -25.6981
H 17.0987 27.7655 -39.3944
H 9.7478 29.9537 -34.4045
H 7.2600 27.7470 -21.6780
H 11.8263 34.1078 -36.1421
H 18.8912 19.1518 -23.7346
*
```